The following is a DFT calculation (ωB97M-V with the def2-TZVPD basis set) of C15H27N3OP2Ru as an isolated structure at a distorted geometry.

Results
Spin multiplicity: 7
HOMO level (alpha / beta): -11.27 / -15.73 eV
Energy relative to the best compared isomer or geometry (same formula, charge and spin): 1.036 eV
Net charge: +2
Molecular weight: 428.419 Da
<S²>: 12.060

Each line ends with the natural charge from an NBO analysis.
Element x y z (Å)
Ru (0.05, -0.09, 0.15)  0.853
P (-0.86, 1.60, 1.33)  0.510
P (2.19, -0.54, 0.76)  0.482
N (-1.81, 0.02, -0.81)  -0.587
N (0.41, -1.35, -1.40)  -0.359
H (-2.48, -0.39, -2.80)  0.231
H (-0.70, -2.49, -2.70)  0.238
H (-2.60, -1.76, -1.67)  0.207
C (-1.98, -0.89, -1.94)  -0.235
H (-0.27, -0.85, -3.33)  0.247
C (-0.62, -1.42, -2.44)  -0.267
H (-3.52, 1.13, -1.17)  0.214
H (1.80, -2.53, -2.42)  0.244
C (-2.57, 1.06, -0.65)  -0.070
C (1.63, -1.88, -1.54)  0.025
C (-2.06, 2.25, 0.10)  -0.705
C (2.62, -1.65, -0.59)  -0.382
H (-2.80, 2.86, 0.62)  0.277
H (3.61, -2.12, -0.64)  0.275
H (3.19, 0.49, 0.74)  0.082
H (2.50, -1.32, 1.94)  0.080
H (-0.07, 2.76, 1.54)  0.050
H (-1.59, 1.58, 2.58)  0.089
H (1.91, 0.67, -3.08)  0.229
C (1.67, 1.54, -2.45)  0.037
C (3.01, 2.09, -2.01)  -0.613
C (0.92, 2.50, -3.41)  -0.649
O (1.07, 1.15, -1.23)  -0.380
H (3.78, 2.15, -2.78)  0.254
H (2.95, 3.09, -1.56)  0.235
H (3.42, 1.46, -1.21)  0.195
H (-0.05, 2.10, -3.68)  0.221
H (0.78, 3.52, -3.05)  0.236
H (1.44, 2.62, -4.38)  0.253
H (-1.61, 2.94, -0.60)  0.252
C (-2.04, -4.82, 4.01)  -0.657
C (-1.58, -3.72, 3.10)  0.099
C (-1.62, -3.86, 1.71)  -0.220
C (-1.17, -2.83, 0.89)  0.062
N (-0.68, -1.67, 1.39)  -0.533
C (-0.63, -1.53, 2.73)  0.048
C (-1.07, -2.52, 3.60)  -0.226
H (-3.09, -5.07, 3.83)  0.258
H (-1.47, -5.74, 3.86)  0.256
H (-1.94, -4.53, 5.06)  0.239
H (-2.00, -4.78, 1.25)  0.251
H (-1.17, -2.95, -0.19)  0.203
H (-0.22, -0.59, 3.09)  0.201
H (-1.02, -2.34, 4.68)  0.252